The following is a quantum chemistry calculation of an isolated ion of composition C11H12IN2O and charge +1 at a distorted geometry, from OMol25.

Output
net charge: +1
SMILES: CC1=[N+]2C=C[C@H](I)N2c2cocc2[C@H]1C
lowest unoccupied orbital energy (spin up / spin down): -5.07 / -5.07 eV
orbital gap (spin up / spin down): 7.03 / 7.03 eV
energy above the lowest of the compared OMol25 structures with the same formula, charge and spin: 208.3 kJ/mol
multiplicity: 1

Last column: Löwdin charge in e.
Element x y z (Å)
C 1.85694 2.13061 1.37686  -0.05
C 2.20323 0.67256 1.45620  -0.42
C 0.74735 2.32050 0.72247  0.01
C -0.00743 -2.95241 -0.44659  -0.06
C 1.55701 -2.31879 0.87510  -0.04
C -0.18741 -1.62320 -0.34285  -0.11
C 0.89695 -1.18339 0.55318  -0.13
C -1.12429 -0.60252 -0.89649  -0.24
C -0.78342 0.78996 -0.44933  -0.08
C -2.57011 -0.88113 -0.57292  -0.05
C -1.43451 1.99134 -1.05599  0.03
N 1.10132 0.15412 0.87911  -0.06
N 0.25628 1.05642 0.33654  0.06
O 1.07724 -3.39859 0.20241  0.05
I 4.08904 0.50193 -0.02976  0.62
H 2.30447 2.90237 1.90753  0.11
H 2.63620 0.15068 2.28210  0.10
H 0.40038 3.21953 0.35457  0.12
H -0.63896 -3.81486 -0.98705  0.20
H 2.59660 -2.47216 1.18419  0.14
H -0.93316 -0.64344 -1.99494  0.18
H -3.00940 -1.90991 -0.63712  0.11
H -3.27592 -0.29547 -1.29553  0.12
H -3.01523 -0.58824 0.35469  0.08
H -2.13030 1.72650 -1.92683  0.14
H -0.61707 2.64141 -1.47205  0.13
H -1.99580 2.42617 -0.37749  0.05


The following is a quantum chemistry calculation of an isolated ion of composition C11H12N and charge +1 at a distorted geometry, from OMol25.

Output
net charge: +1
expectation value of S²: 2.009
lowest unoccupied orbital energy (spin up / spin down): -3.47 / -6.39 eV
orbital gap (spin up / spin down): 6.15 / 5.82 eV
energy above the lowest of the compared OMol25 structures with the same formula, charge and spin: 92.7 kJ/mol
multiplicity: 3

Last column: Mulliken spin population.
Element x y z (Å)
C 3.51087 0.16291 0.32270  0.07
C 3.19178 -1.19668 0.02005  -0.01
C 2.58277 1.19266 0.33658  -0.02
C 1.89534 -1.47705 -0.19600  0.05
C 1.28144 0.85444 0.03538  0.06
C 0.93116 -0.44305 -0.29912  0.00
C -1.10339 -2.03854 -0.29905  0.59
C -1.40610 -1.22212 0.66704  0.79
C -2.19382 -0.11756 1.14585  0.08
C -1.30829 0.37352 -1.16847  0.08
C -0.47674 -0.76512 -0.58936  0.23
N -2.24649 0.86263 0.00071  0.05
H 4.58467 0.45816 0.32116  0.00
H 3.96989 -1.89950 0.21713  0.00
H 2.79369 2.20382 0.59884  0.00
H 1.54031 -2.47938 -0.48853  -0.01
H 0.61052 1.67949 -0.00392  0.01
H -1.15261 -3.10542 -0.49933  0.02
H -3.27025 -0.46804 1.41070  0.00
H -1.74009 0.36100 1.95585  0.01
H -0.71469 1.15847 -1.45884  0.01
H -1.93000 0.00316 -1.96346  0.00
H -3.30454 1.10190 -0.32653  0.00
H -1.86099 1.74242 0.27665  0.00


The following is a quantum chemistry calculation of one molecule with the formula C11H12N2 at a distorted geometry, from OMol25.

Output
SMILES: Cc1c(N)cccc1-n1cccc1
lowest unoccupied orbital energy: 0.84 eV
orbital gap: 8.79 eV
energy above the lowest of the compared OMol25 structures with the same formula, charge and spin: 154.2 kJ/mol
multiplicity: 1

Last column: Löwdin charge in e.
Element x y z (Å)
C -0.76073 -1.98958 0.30334  -0.03
C -0.98606 -0.54002 0.11757  -0.16
C -2.33909 -0.03340 -0.04127  -0.29
C -2.41685 1.33026 -0.17477  -0.05
C -1.25737 2.22159 -0.25372  -0.07
C 0.01097 1.73490 -0.11248  -0.03
C 0.05535 0.29810 0.00408  -0.17
C 2.17667 -0.51797 -1.00327  -0.09
C 3.47628 -0.33196 -0.72832  -0.10
C 3.52848 0.34327 0.53745  -0.09
C 2.24607 0.55051 0.98782  -0.11
H -1.42817 -2.52460 0.93307  0.07
H -0.84239 -2.47793 -0.67121  0.10
H 0.22923 -2.20109 0.52422  0.05
H -3.44488 -1.86581 0.15443  0.11
H -4.37684 -0.34347 0.14637  0.11
H -3.47838 1.73952 -0.19356  0.12
H -1.52819 3.29963 -0.43454  0.11
H 0.85220 2.31673 -0.14519  0.08
H 1.70692 -0.85590 -1.92624  0.13
H 4.31778 -0.91585 -1.02515  0.09
H 4.43320 0.67994 0.97040  0.08
H 1.85741 1.01954 1.93477  0.15
N -3.47072 -0.83560 -0.00087  0.09
N 1.43913 -0.10081 0.09708  -0.09


The following is a quantum chemistry calculation of one molecule with the formula C11H12N2 at a distorted geometry, from OMol25.

Output
SMILES: N#CC(C#N)C#CC1CCCCC1
lowest unoccupied orbital energy: 0.51 eV
orbital gap: 11.02 eV
energy above the lowest of the compared OMol25 structures with the same formula, charge and spin: 285.9 kJ/mol
multiplicity: 1

Last column: Löwdin charge in e.
Element x y z (Å)
N -1.37634 -4.13584 2.96967  0.18
N -0.05336 -0.42186 4.76734  0.18
C -1.34775 -2.98721 2.91693  -0.17
C -0.63184 -0.90482 3.88031  -0.18
C -0.50191 -1.23351 1.49651  0.02
C 0.04805 -1.04640 0.44668  0.04
C -1.29234 -1.51672 2.71992  -0.27
C 0.11915 2.07826 -1.63869  -0.20
C 1.09283 1.80222 -0.46172  -0.19
C -0.90920 0.97029 -1.77746  -0.23
C 1.77551 0.43223 -0.61093  -0.16
C -0.28220 -0.39076 -1.90432  -0.18
C 0.76771 -0.73406 -0.81394  -0.29
H -2.28648 -1.09049 2.56516  0.16
H 0.62904 2.24929 -2.59289  0.11
H -0.37928 3.03332 -1.37661  0.11
H 1.83838 2.60849 -0.42055  0.11
H 0.56192 1.79456 0.50750  0.11
H -1.53070 0.95847 -0.88044  0.11
H -1.54233 1.15632 -2.66183  0.12
H 2.44281 0.25361 0.27825  0.13
H 2.47098 0.38567 -1.44261  0.11
H -1.09480 -1.16380 -1.92269  0.13
H 0.20988 -0.46665 -2.89440  0.12
H 1.27226 -1.63062 -1.14920  0.14


The following is a quantum chemistry calculation of C11H12N2NiP as an isolated structure at a distorted geometry, from OMol25.

Output
net charge: -1
expectation value of S²: 2.042
lowest unoccupied orbital energy (spin up / spin down): 3.31 / 3.28 eV
orbital gap (spin up / spin down): 4.44 / 6.73 eV
energy above the lowest of the compared OMol25 structures with the same formula, charge and spin: 90.5 kJ/mol
multiplicity: 3

Last column: Mulliken spin population.
Element x y z (Å)
C 0.95278 -2.10650 -1.58286  0.12
C 2.16737 -1.60052 -2.09962  -0.02
C 2.57205 -0.28519 -2.27151  0.01
C 1.80572 0.91693 -2.08270  -0.08
C 0.48074 0.94236 -1.75523  0.37
Ni 1.02477 -0.41899 -0.87948  0.51
P 0.47105 -2.32772 0.13605  0.01
H 0.32804 -2.73700 -2.22386  -0.01
H 2.84574 -2.34995 -2.50437  0.01
H 3.60265 -0.13038 -2.58878  0.00
H -0.21576 1.77065 -1.71584  0.03
H 2.35333 1.84687 -2.22276  0.02
H 0.96110 -1.87618 1.40166  0.04
H 0.90264 -3.67725 0.09515  0.01
H -0.94962 -2.37485 0.14203  0.00
N -5.08564 1.10152 0.96040  0.10
C -3.93074 1.09479 1.16525  -0.03
C -2.50058 1.09399 1.41129  0.15
C -1.97673 1.80041 2.50466  0.40
C -0.59607 1.80749 2.69256  -0.18
C 0.20581 1.08008 1.80579  0.35
N -0.30068 0.39323 0.76905  0.14
C -1.63026 0.41489 0.55270  -0.04
H -2.64810 2.32573 3.18705  0.05
H -0.13848 2.36750 3.50717  -0.01
H 1.28923 1.04294 1.92586  0.05
H -1.99035 -0.11484 -0.32967  0.00


The following is a quantum chemistry calculation of one molecule with the formula C11H12N2O2 at a distorted geometry, from OMol25.

Output
SMILES: N[C@@H](Cc1c[nH]c2ccccc12)C(=O)O
lowest unoccupied orbital energy: 0.62 eV
orbital gap: 8.88 eV
energy above the lowest of the compared OMol25 structures with the same formula, charge and spin: 303.7 kJ/mol
multiplicity: 1

Last column: Löwdin charge in e.
Element x y z (Å)
C 0.59041 -2.69433 0.62803  -0.31
C 1.65894 -1.74762 0.38386  -0.64
C -0.64914 -1.93741 -0.18431  -0.03
C -0.88946 -0.38578 0.13356  -0.17
C -1.67743 -0.06018 1.13724  -0.14
C -0.47845 0.79953 -0.64511  -0.14
C -1.18125 1.82181 0.02285  -0.17
C 0.23698 1.02098 -1.81177  -0.05
C -0.84274 3.21785 -0.22401  -0.04
C 0.34129 2.35571 -2.19507  -0.09
C -0.12703 3.44065 -1.33432  -0.11
H -0.27900 -1.84803 2.27812  0.12
H 1.11542 -2.85899 2.46700  0.09
H 0.65519 -3.60225 0.05762  0.14
H -1.62486 -2.44098 0.05568  0.12
H -0.55653 -2.00575 -1.21033  0.07
H -2.30161 -0.79490 1.71925  0.15
H -3.01190 1.71884 1.44857  0.23
H 0.77043 0.14263 -2.42542  0.15
H -1.26347 3.94872 0.50354  0.12
H 1.19705 2.55137 -2.85423  0.09
H 0.20999 4.43804 -1.69932  0.11
H 2.81028 -1.18203 -1.05539  0.20
N 0.18037 -2.82426 2.00335  0.04
N -1.99436 1.29195 1.10958  0.04
O 2.13167 -1.02199 1.25501  0.09
O 2.00387 -1.76896 -0.82268  0.14